Record 1
Formula: C22H35Cl6NO12Zr
Source: the OMol25 dataset
Level of theory: ωB97M-V with the def2-TZVPD basis set

Properties
- M: 809.46 u
- DFT total energy: -4624.05618 a.u.
- Kohn-Sham gap: 2.7 eV
- ΔE to the lowest compared entry with this formula, charge and spin: 0.0 kcal/mol
- HOMO energy: -12.61 eV
- Net charge: +2

Cartesian coordinates (Å):
Zr -0.44 2.57 29.22
C 1.09 0.63 34.47
C 1.66 2.02 35.05
C 2.90 1.59 35.86
C 3.80 2.70 36.29
C 4.24 3.46 35.03
C 3.06 4.02 34.18
N 2.10 2.88 33.90
O 1.05 3.22 32.96
C 3.66 4.50 32.86
C 2.39 5.21 34.96
C 0.63 2.60 36.08
H 0.52 0.15 35.26
H 1.86 -0.05 34.09
H 0.32 0.88 33.74
H 3.56 0.96 35.27
H 2.61 0.98 36.72
H 4.69 2.37 36.81
H 3.31 3.27 37.08
H 4.82 2.77 34.42
H 4.84 4.28 35.42
H 4.51 5.17 32.99
H 2.98 5.08 32.25
H 4.04 3.73 32.18
H 3.00 6.11 34.96
H 2.21 4.91 36.00
H 1.45 5.55 34.52
H 0.19 1.84 36.73
H -0.22 2.95 35.49
H 1.02 3.40 36.70
C 3.43 -1.68 29.07
C 2.46 -0.50 29.19
O 2.72 0.71 28.97
O 1.23 -0.60 29.34
H 4.48 -1.36 29.06
H 3.16 -2.10 28.11
H 3.33 -2.49 29.79
C 9.14 -4.10 29.81
Cl 8.98 -2.31 29.42
Cl 9.08 -5.27 28.43
Cl 7.84 -4.56 30.92
H 10.09 -4.27 30.31
C -1.69 -3.68 24.83
Cl -2.28 -4.53 23.38
Cl -0.10 -4.35 25.44
Cl -3.00 -3.68 26.09
H -1.45 -2.65 24.55
C 2.27 8.94 26.17
C 2.57 9.23 27.68
O 2.42 7.97 28.30
C 1.82 7.12 27.52
O 1.25 6.10 27.93
O 1.62 7.66 26.32
H 3.15 8.93 25.52
H 1.38 9.48 25.85
H 1.75 9.83 28.08
H 3.55 9.65 27.88
C 7.57 2.99 28.51
C 8.87 3.08 27.70
O 9.81 3.46 28.69
C 9.27 3.38 29.92
O 9.79 3.61 30.99
O 7.99 3.02 29.85
H 7.02 2.05 28.39
H 6.88 3.81 28.32
H 8.81 3.80 26.89
H 9.13 2.13 27.24
C -6.24 -1.55 32.19
C -6.33 -2.05 30.75
O -5.62 -1.12 30.06
C -4.74 -0.49 30.84
O -3.71 0.14 30.49
O -5.06 -0.79 32.15
H -6.15 -2.29 32.99
H -7.09 -0.90 32.37
H -7.36 -2.12 30.39
H -5.88 -3.03 30.60

***

Record 2
Formula: C8H16Cl2N2STb
Source: the OMol25 dataset
Level of theory: ωB97M-V with the def2-TZVPD basis set

Properties
- M: 402.13 u
- 2S+1: 7
- DFT total energy: -2566.88056 a.u.
- Kohn-Sham gap (alpha / beta): 5.1 / 5.3 eV
- Expectation value of S²: 12.614
- ΔE to the lowest compared entry with this formula, charge and spin: 33.6 kcal/mol
- HOMO energy (alpha / beta): -2.49 / -2.66 eV
- Net charge: -1

Cartesian coordinates (Å):
Tb -0.97 0.89 0.44
Cl -0.89 2.52 -1.61
Cl -0.32 0.18 2.89
C -2.89 1.27 1.05
H -3.29 0.57 1.80
H -3.62 1.27 0.22
C -0.10 -1.74 0.04
C -1.26 -1.15 -0.19
H 0.45 -1.62 0.96
C -1.64 -0.60 -1.62
H -2.30 -0.82 0.53
C -1.39 -1.78 -2.59
H -2.68 -0.23 -1.62
H -1.06 0.31 -2.01
C 0.07 -2.25 -2.50
H -2.05 -2.59 -2.26
H -1.69 -1.57 -3.63
C 0.61 -2.49 -1.04
H 0.20 -3.17 -3.09
H 0.70 -1.48 -2.99
H 0.62 -3.57 -0.87
H 1.68 -2.19 -1.07
N 2.57 1.76 3.29
C 2.67 2.23 2.03
N 3.22 3.47 1.91
S 2.26 1.34 0.64
H 2.82 2.39 4.05
H 1.91 1.02 3.47
H 3.16 3.90 1.01
H 3.24 4.09 2.74

***

Record 3
Formula: C3H9NS2
Source: the OMol25 dataset
Level of theory: ωB97M-V with the def2-TZVPD basis set

Properties
- M: 123.25 u
- DFT total energy: -970.65355 a.u.
- Kohn-Sham gap: 4.2 eV
- ΔE to the lowest compared entry with this formula, charge and spin: 111.8 kcal/mol
- HOMO energy: -8.29 eV

Cartesian coordinates (Å):
N 1.82 -1.52 -0.57
C 0.66 -0.69 -0.83
C 0.89 0.77 -0.41
S 1.47 0.84 1.25
S -2.29 0.02 -0.58
C -2.26 0.57 1.14
H 2.08 -1.28 0.41
H 2.61 -1.38 -1.24
H 0.33 -0.85 -1.85
H -0.17 -1.04 -0.19
H 1.68 1.20 -1.07
H -0.02 1.37 -0.57
H -1.31 0.27 1.66
H -2.38 1.66 1.18
H -3.11 0.04 1.68

***

Record 4
Formula: C36H61F24N7O10
Source: the OMol25 dataset
Level of theory: ωB97M-V with the def2-TZVPD basis set

Properties
- M: 1207.88 u
- SMILES: FC(F)C(F)(F)COC(F)(F)C(F)F.FC(F)C(F)(F)COC(F)(F)C(F)F.FC(F)C(F)(F)COC(F)(F)C(F)F.CNC(C)=O.CNC(C)=O.CNC(C)=O.CNC(C)=O.CNC(C)=O.CNC(C)=O.CNC(C)=O
- DFT total energy: -4940.95031 a.u.
- Kohn-Sham gap: 8.5 eV
- HOMO energy: -8.60 eV

Cartesian coordinates (Å):
F 10.19 -22.26 -9.51
C 11.25 -21.40 -9.53
F 11.11 -20.49 -10.43
C 11.37 -20.76 -8.14
F 12.60 -20.27 -7.97
F 11.27 -21.76 -7.10
C 10.30 -19.72 -7.81
O 9.00 -20.25 -7.81
C 7.98 -19.52 -8.25
F 8.13 -18.30 -7.71
F 8.15 -19.31 -9.62
C 6.65 -20.15 -7.95
F 5.61 -19.48 -8.44
F 6.64 -21.34 -8.48
H 12.12 -22.00 -9.79
H 10.41 -18.88 -8.51
H 10.57 -19.33 -6.81
H 6.49 -20.19 -6.87
F -1.48 -22.27 -6.40
C -1.85 -23.10 -5.43
F -2.68 -22.38 -4.59
C -2.38 -24.41 -5.87
F -3.68 -24.24 -6.33
F -2.61 -25.23 -4.76
C -1.53 -25.21 -6.86
O -0.27 -25.64 -6.26
C 0.76 -25.50 -7.05
F 0.65 -26.38 -8.12
F 0.80 -24.18 -7.60
C 2.05 -25.69 -6.30
F 3.17 -25.76 -7.07
F 2.21 -24.74 -5.43
H -1.00 -23.30 -4.79
H -1.22 -24.60 -7.69
H -2.19 -26.01 -7.20
H 2.08 -26.57 -5.68
F 7.61 -26.03 -6.81
C 7.67 -24.86 -6.19
F 7.94 -23.92 -7.12
C 6.45 -24.46 -5.35
F 5.32 -24.24 -6.06
F 6.88 -23.31 -4.77
C 6.15 -25.51 -4.33
O 5.62 -26.74 -4.99
C 4.93 -27.58 -4.23
F 5.66 -27.91 -3.17
F 3.76 -27.07 -3.73
C 4.54 -28.81 -5.06
F 3.82 -29.72 -4.39
F 3.83 -28.40 -6.11
H 8.55 -24.84 -5.53
H 5.40 -25.10 -3.67
H 7.02 -25.74 -3.70
H 5.45 -29.30 -5.43
C 4.09 -15.89 -7.01
N 4.10 -16.44 -8.34
C 4.88 -16.01 -9.36
C 4.70 -16.84 -10.60
O 5.61 -14.99 -9.27
H 5.07 -15.47 -6.78
H 3.79 -16.61 -6.25
H 3.42 -15.01 -7.02
H 3.50 -17.25 -8.51
H 3.91 -17.60 -10.48
H 5.66 -17.29 -10.86
H 4.48 -16.18 -11.42
C 4.25 -23.12 -9.24
N 4.16 -23.31 -10.66
C 3.16 -23.90 -11.35
C 3.37 -23.89 -12.84
O 2.18 -24.39 -10.81
H 5.25 -23.34 -8.84
H 3.51 -23.70 -8.66
H 4.06 -22.04 -8.99
H 4.92 -22.92 -11.17
H 4.17 -23.19 -13.10
H 2.47 -23.57 -13.35
H 3.63 -24.89 -13.24
C 3.79 -19.05 -2.55
N 5.20 -18.91 -2.81
C 5.75 -18.84 -4.06
C 7.26 -18.84 -4.02
O 5.02 -18.77 -5.05
H 3.30 -18.10 -2.31
H 3.64 -19.72 -1.70
H 3.31 -19.50 -3.42
H 5.80 -18.98 -2.01
H 7.61 -19.83 -3.64
H 7.56 -18.04 -3.30
H 7.68 -18.60 -4.99
C -1.45 -22.73 -10.31
N -0.86 -23.96 -10.64
C -1.54 -25.09 -10.66
C -0.72 -26.28 -11.06
O -2.73 -25.10 -10.43
H -0.86 -21.90 -10.73
H -1.48 -22.58 -9.24
H -2.45 -22.65 -10.75
H 0.15 -23.98 -10.74
H -1.11 -26.56 -12.03
H -1.06 -27.06 -10.35
H 0.35 -26.15 -11.11
C 0.18 -20.57 -1.81
N 1.21 -21.60 -1.68
C 1.51 -22.43 -2.73
C 2.67 -23.34 -2.38
O 0.91 -22.35 -3.79
H 0.60 -19.72 -2.37
H -0.15 -20.27 -0.81
H -0.66 -20.96 -2.40
H 1.52 -21.89 -0.77
H 2.30 -24.39 -2.41
H 3.14 -23.11 -1.42
H 3.41 -23.21 -3.16
C 3.88 -20.07 -14.96
N 3.04 -19.98 -13.80
C 3.41 -20.37 -12.54
C 2.36 -20.17 -11.48
O 4.45 -20.95 -12.32
H 3.24 -20.23 -15.84
H 4.51 -20.98 -14.82
H 4.57 -19.20 -15.11
H 2.36 -19.23 -13.91
H 2.12 -21.19 -11.13
H 1.51 -19.66 -11.91
H 2.74 -19.66 -10.59
C 3.08 -21.46 -6.10
N 3.07 -20.26 -6.92
C 2.14 -19.90 -7.86
C 1.04 -20.87 -8.12
O 2.22 -18.82 -8.50
H 3.94 -21.26 -5.47
H 3.24 -22.39 -6.67
H 2.23 -21.56 -5.42
H 3.79 -19.55 -6.78
H 0.64 -20.58 -9.08
H 0.24 -20.77 -7.39
H 1.40 -21.89 -8.18

***

Record 5
Formula: C5H2Cl4F5P
Source: the OMol25 dataset
Level of theory: ωB97M-V with the def2-TZVPD basis set

Properties
- M: 329.85 u
- SMILES: C#CPC(F)(F)C(F)(F)F.ClC(Cl)(Cl)Cl
- DFT total energy: -2873.02955 a.u.
- Kohn-Sham gap: 9.5 eV
- HOMO energy: -9.51 eV

Cartesian coordinates (Å):
C 1.18 0.98 -0.10
C 0.31 1.85 -0.04
P -1.31 2.76 0.10
C -2.76 1.56 -0.10
F -3.48 1.98 -1.25
F -3.60 1.71 1.03
C -2.38 0.04 -0.30
F -1.81 -0.10 -1.56
F -1.56 -0.49 0.68
F -3.57 -0.69 -0.23
H 1.84 0.09 -0.37
H -1.34 3.64 -1.04
Cl 2.54 -1.32 0.62
C 3.70 -2.67 0.64
Cl 3.88 -3.27 2.29
Cl 3.09 -3.97 -0.40
Cl 5.26 -2.11 0.03

***

Record 6
Formula: C37H28InN10S
Source: the OMol25 dataset
Level of theory: ωB97M-V with the def2-TZVPD basis set

Properties
- M: 759.59 u
- DFT total energy: -2562.58458 a.u.
- Kohn-Sham gap (alpha / beta): 4.9 / 5.0 eV
- ΔE to the lowest compared entry with this formula, charge and spin: 16.9 kcal/mol
- HOMO energy (alpha / beta): -8.93 / -9.04 eV
- Net charge: +1

Cartesian coordinates (Å):
In 0.01 -0.63 0.30
C -2.39 -0.05 6.00
C -2.59 -1.42 5.89
C -1.92 -2.18 4.95
C -1.04 -1.51 4.11
C -0.33 -1.94 2.92
N -0.22 -3.18 2.50
C 0.21 -3.52 1.30
C 0.71 -4.83 0.92
C 1.00 -5.96 1.66
C 1.60 -7.02 0.99
C 1.89 -6.96 -0.37
C 1.60 -5.82 -1.11
C 1.01 -4.75 -0.45
C 0.70 -3.40 -0.87
N 0.90 -2.94 -2.08
C 0.95 -1.67 -2.42
N 0.90 -0.60 -1.58
C 1.20 0.55 -2.25
N 1.50 1.71 -1.72
C 1.51 1.96 -0.43
N 0.94 1.22 0.56
C 1.16 1.79 1.78
N 0.60 1.42 2.91
C 0.05 0.25 3.12
N 0.27 -0.86 2.36
C -0.82 -0.13 4.23
C -1.49 0.62 5.18
C 1.97 2.98 1.57
C 2.58 3.86 2.45
C 3.34 4.88 1.91
C 3.51 5.02 0.54
C 2.93 4.13 -0.35
C 2.17 3.10 0.18
C 1.35 0.22 -3.65
C 1.60 0.99 -4.78
C 1.73 0.33 -5.99
C 1.64 -1.05 -6.08
C 1.39 -1.83 -4.97
C 1.23 -1.18 -3.75
N 0.23 -2.71 0.21
H -2.95 0.51 6.73
H -3.31 -1.90 6.55
H -2.08 -3.24 4.84
H 0.79 -6.01 2.71
H 1.87 -7.91 1.54
H 2.37 -7.80 -0.85
H 1.83 -5.76 -2.17
H -1.33 1.68 5.27
H 2.47 3.74 3.52
H 3.84 5.58 2.58
H 4.12 5.83 0.15
H 3.08 4.21 -1.41
H 1.66 2.07 -4.70
H 1.90 0.91 -6.89
H 1.75 -1.53 -7.05
H 1.30 -2.91 -5.03
C -3.21 0.18 -2.55
N -2.95 1.44 -1.88
C -3.57 2.59 -2.51
C -2.42 1.47 -0.66
S -2.42 -0.01 0.26
N -1.99 2.61 -0.12
C -1.36 3.66 -0.89
C -2.05 2.87 1.30
H -3.28 0.36 -3.62
H -4.15 -0.25 -2.20
H -2.41 -0.53 -2.36
H -4.55 2.29 -2.88
H -2.99 2.95 -3.35
H -3.72 3.39 -1.79
H -1.13 3.31 -1.90
H -0.42 3.93 -0.41
H -1.98 4.56 -0.95
H -2.64 2.11 1.81
H -2.53 3.84 1.44
H -1.06 2.92 1.75